Entry 1:
C33H38Cl2MnN7O2Si | wB97M-V/def2-TZVPD

XYZ file:
```
84
Properties=species:S:1:pos:R:3:mulliken_spin:R:1
Mn -0.1109 0.1177 0.4323 1.052
Cl -6.1929 1.6528 -2.3363 0.000
C -4.6268 0.9414 -2.0633 -0.001
C -3.8886 1.3708 -0.9663 -0.001
C -2.6335 0.8292 -0.7143 0.010
N -1.7900 1.1815 0.3400 -0.030
C -1.9177 2.2871 1.0663 0.006
O -2.7966 3.1580 1.0680 0.005
C -0.7586 2.4076 2.0432 0.003
C -0.7212 3.4470 2.9595 0.002
C 0.3176 3.4996 3.8716 -0.003
C 1.2815 2.5016 3.8457 0.003
C 1.1760 1.5049 2.8909 -0.005
N 0.1930 1.4615 1.9950 -0.009
C -2.1120 -0.1628 -1.5945 0.009
C -2.8637 -0.5714 -2.6877 -0.003
C -4.1196 -0.0214 -2.9167 -0.001
Cl -5.0210 -0.5651 -4.3047 0.000
N -0.8388 -0.6399 -1.2667 -0.011
C -0.0022 -1.1938 -2.1367 -0.006
O -0.1545 -1.4921 -3.3302 0.007
C 1.3291 -1.4772 -1.4723 0.003
C 2.2948 -2.2146 -2.1393 0.003
C 3.4560 -2.5609 -1.4715 -0.005
C 3.6084 -2.1606 -0.1518 0.003
C 2.6118 -1.3967 0.4278 -0.006
N 1.5012 -1.0345 -0.2155 -0.023
H -4.2801 2.1323 -0.3106 0.000
H -1.5230 4.1717 2.9314 0.000
H 0.3709 4.2969 4.6025 0.000
H 2.0991 2.4870 4.5539 0.000
H 1.8955 0.6958 2.8434 0.000
H -2.4611 -1.3065 -3.3669 0.000
H 2.0821 -2.5188 -3.1551 0.000
H 4.2182 -3.1567 -1.9583 0.000
H 4.4776 -2.4394 0.4281 0.000
H 2.6895 -1.0685 1.4570 -0.003
C -3.5526 -0.4746 2.4106 0.000
Si -1.9153 -1.1868 2.9980 0.012
C -1.4018 -0.1491 4.5013 0.001
C -2.3536 -2.8831 3.7147 0.000
N -0.7211 -1.3475 1.7808 0.002
C -0.0197 -2.5480 1.7278 -0.007
C 0.8832 -2.9327 2.7375 -0.007
C 1.6399 -4.0921 2.6454 0.000
C 1.5337 -4.9183 1.5346 -0.001
C 0.6381 -4.5673 0.5290 0.002
C -0.1272 -3.4176 0.6273 0.002
H -4.3212 -0.6786 3.1634 0.000
H -3.8587 -0.9559 1.4776 0.000
H -3.5368 0.6007 2.2373 0.000
H -2.1538 -0.2542 5.2908 0.000
H -1.3187 0.9142 4.2708 0.000
H -0.4426 -0.4837 4.9067 0.000
H -3.2284 -2.8029 4.3663 0.000
H -1.5358 -3.3156 4.2949 0.000
H -2.5900 -3.5875 2.9121 0.000
H 0.9847 -2.2782 3.5979 0.000
H 2.3263 -4.3493 3.4456 0.000
H 2.1283 -5.8204 1.4554 0.000
H 0.5304 -5.2057 -0.3416 0.000
H -0.8276 -3.1481 -0.1542 -0.002
C -0.4670 2.1443 -3.9479 0.001
C 0.4385 3.1652 -3.2649 -0.002
N 1.6985 2.6521 -2.7348 -0.001
C 2.8374 2.5746 -3.6375 0.000
C 2.9082 1.2863 -4.4555 0.000
C 1.6994 1.9684 -1.5476 0.010
C 3.0295 1.5679 -0.9696 -0.004
N 0.6443 1.6978 -0.8708 -0.013
H -1.4345 2.5994 -4.1664 0.000
H -0.6453 1.2686 -3.3256 0.001
H -0.0397 1.7891 -4.8850 0.000
H -0.0960 3.6457 -2.4412 0.000
H 0.6966 3.9652 -3.9625 0.000
H 3.7548 2.6883 -3.0618 0.000
H 2.7845 3.4395 -4.3023 0.000
H 2.8450 0.4112 -3.8058 0.000
H 3.8506 1.2411 -5.0057 0.000
H 2.0922 1.2189 -5.1732 0.000
H 3.7071 2.4222 -0.9323 0.000
H 3.5069 0.7717 -1.5450 0.000
H 2.8528 1.2123 0.0400 0.000
H -0.2130 1.9891 -1.3322 0.003
```

Summary:
Energy relative to the best compared isomer or geometry (same formula, charge and spin) ... 0.0 kJ/mol
Highest occupied orbital energy (alpha / beta) ... -4.032 / -3.766 eV
<S²> ... 0.779
2S+1 ... 2
Charge ... -1
F_max ... 0.2 eV/Å
LUMO energy (alpha / beta) ... 2.38 / 2.38 eV

Entry 2:
C33H38ClIrN2O5PSe | wB97M-V/def2-TZVPD

XYZ file:
```
82
Properties=species:S:1:pos:R:3:mulliken_spin:R:1
Ir -0.0128 -0.5767 0.4509 2.171
O -0.0604 -3.9892 1.5926 0.010
Cl 0.1169 -2.8216 2.4039 -0.003
O 0.3362 -3.1207 3.7613 0.025
O 1.2313 -1.9929 1.8255 0.120
O -1.0603 -1.9079 2.2378 0.116
N -2.1988 -0.0376 0.4378 0.163
C -2.9437 -0.4253 -0.7529 0.016
C -3.9232 0.4054 -1.2604 0.007
C -4.6442 0.0063 -2.3805 0.014
C -4.3968 -1.2224 -2.9779 0.004
C -3.4116 -2.0524 -2.4639 0.020
C -2.6566 -1.6478 -1.3623 0.057
P -1.2908 -2.6363 -0.7452 0.389
C 0.2116 -2.1378 -1.5929 -0.052
C 1.4393 -2.6780 -1.1465 0.116
C 2.5946 -2.4724 -1.8784 -0.030
C 2.5363 -1.7742 -3.0768 0.082
C 1.3290 -1.2542 -3.5391 -0.025
C 0.1766 -1.4022 -2.7949 0.081
C -1.5799 -4.3432 -1.1555 0.100
C -0.7643 -5.0344 -2.0537 0.044
C -1.0834 -6.3425 -2.3826 -0.012
C -2.1925 -6.9534 -1.8125 0.045
C -2.9935 -6.2687 -0.9048 -0.013
C -2.6877 -4.9640 -0.5665 0.070
H -2.4074 0.9166 0.7183 -0.011
H -2.4745 -0.6362 1.2192 -0.002
H -4.1512 1.3450 -0.7707 -0.001
H -5.4185 0.6528 -2.7720 0.001
H -4.9723 -1.5365 -3.8378 0.001
H -3.2157 -3.0134 -2.9237 0.002
H 1.4698 -3.2774 -0.2461 0.010
H 3.5313 -2.8872 -1.5317 0.001
H 3.4342 -1.6496 -3.6685 0.001
H 1.2929 -0.7499 -4.4948 0.001
H -0.7643 -1.0093 -3.1620 0.005
H 0.1028 -4.5664 -2.4995 0.006
H -0.4637 -6.8847 -3.0837 0.001
H -2.4326 -7.9756 -2.0733 0.002
H -3.8466 -6.7570 -0.4542 0.000
H -3.2994 -4.4359 0.1561 0.005
O 0.9641 0.8384 -0.7889 0.087
C 1.0082 2.0521 -1.0784 0.065
C 2.2150 2.6568 -1.7128 0.009
C 1.7652 3.2549 -3.0784 0.000
C 0.5444 2.5884 -3.7499 0.001
C -0.8484 3.0286 -3.2669 -0.001
C -1.2054 2.5262 -1.8717 0.001
N -0.0829 2.8477 -0.9579 -0.006
H 2.9823 1.8926 -1.8146 -0.001
H 2.6094 3.4482 -1.0724 0.001
H 2.6176 3.1948 -3.7534 0.000
H 1.5614 4.3212 -2.9551 0.000
H 0.6264 1.5034 -3.6591 -0.001
H 0.6051 2.8017 -4.8172 0.000
H -1.6069 2.6755 -3.9694 0.000
H -0.9078 4.1217 -3.2804 0.000
H -1.3436 1.4450 -1.8637 -0.001
H -2.1130 2.9912 -1.4911 0.000
H 0.1729 3.8229 -1.0701 0.001
C 3.4363 4.7263 6.2395 -0.006
C 2.6945 3.7133 5.4208 0.114
C 1.8483 2.7854 6.0214 -0.009
C 1.1473 1.8460 5.2920 0.127
C 0.2544 0.8835 6.0282 0.029
C 1.3007 1.8407 3.8689 -0.001
Se 0.2345 0.5883 3.0177 0.933
C 2.1853 2.7644 3.2497 0.031
C 2.4109 2.7891 1.7766 0.042
C 2.8503 3.6796 4.0332 -0.006
H 3.2444 4.6032 7.3026 -0.001
H 3.1410 5.7367 5.9507 0.012
H 4.5108 4.6426 6.0691 0.011
H 1.7378 2.7954 7.0989 0.004
H 0.3828 1.0120 7.1005 0.003
H 0.4755 -0.1541 5.7801 0.001
H -0.7965 1.0567 5.7898 0.002
H 2.1435 1.8325 1.3421 0.001
H 3.4579 3.0058 1.5633 0.004
H 1.7979 3.5618 1.3057 0.011
H 3.5223 4.3886 3.5620 0.003
```

Summary:
Highest occupied orbital energy (alpha / beta) ... -13.076 / -13.739 eV
<S²> ... 8.797
2S+1 ... 6
Charge ... +2
F_max ... 1.0 eV/Å
LUMO energy (alpha / beta) ... -5.36 / -8.02 eV

Entry 3:
C33H38F3N3P2RhSeSi2 | wB97M-V/def2-TZVPD

XYZ file:
```
83
Properties=species:S:1:pos:R:3:lowdin_charge:R:1
Rh -1.0416 0.5077 -0.6006 0.956
C -3.9219 0.7468 1.2478 -0.172
Si -2.3951 0.6257 2.3110 0.308
C -2.8627 -0.3741 3.8149 -0.182
C -1.9191 2.3168 2.9006 -0.182
N -0.9953 0.0126 1.4979 -0.294
P -0.2184 -1.3676 1.2107 0.635
C 0.5119 -1.2404 -0.3099 -0.413
P 1.7202 -0.0302 -0.4788 0.658
N 0.9948 1.3976 -0.4779 -0.299
Si 1.7489 2.9045 -0.8916 0.321
C 1.9657 3.0893 -2.7381 -0.176
C 3.4816 3.0543 -0.1973 -0.181
C 0.8555 4.3734 -0.1840 -0.180
C 2.5784 -0.3240 -2.0657 -0.277
C 3.9145 -0.0005 -2.3024 -0.110
C 4.4609 -0.1312 -3.5765 -0.093
C 3.6706 -0.5780 -4.6257 -0.095
C 2.3357 -0.8986 -4.4027 -0.071
C 1.7931 -0.7763 -3.1316 -0.073
C 3.0239 -0.1606 0.7913 -0.291
C 4.0443 -1.1102 0.7112 -0.088
C 4.9563 -1.2611 1.7501 -0.086
C 4.8464 -0.4709 2.8873 -0.093
C 3.8204 0.4582 2.9882 -0.084
C 2.9096 0.6089 1.9484 -0.109
C 0.7748 -1.8475 2.6721 -0.288
C 1.5198 -3.0284 2.6447 -0.075
C 2.2438 -3.4294 3.7581 -0.084
C 2.2211 -2.6578 4.9167 -0.097
C 1.4915 -1.4784 4.9491 -0.090
C 0.7807 -1.0694 3.8238 -0.104
C -1.3437 -2.8057 1.1009 -0.271
C -1.9264 -3.3510 2.2497 -0.101
C -2.8220 -4.4080 2.1553 -0.096
C -3.1417 -4.9347 0.9073 -0.098
C -2.5564 -4.4109 -0.2375 -0.072
C -1.6550 -3.3549 -0.1424 -0.086
H -4.7582 0.2118 1.7115 0.027
H -3.7702 0.3145 0.2612 -0.006
H -4.2198 1.7911 1.1022 0.034
H -3.5341 0.2345 4.4354 0.035
H -1.9950 -0.6466 4.4258 0.014
H -3.3922 -1.2914 3.5396 0.019
H -2.8045 2.8791 3.2273 0.033
H -1.4394 2.8733 2.0873 0.009
H -1.2203 2.2603 3.7445 0.024
H 2.9473 2.7206 -3.0616 0.022
H 1.8861 4.1482 -3.0236 0.033
H 1.1990 2.5330 -3.2822 0.021
H 4.1425 2.2280 -0.4812 0.011
H 3.4854 3.1249 0.8957 0.025
H 3.9123 3.9810 -0.6013 0.035
H 0.0559 4.7220 -0.8378 0.020
H 1.5750 5.1923 -0.0509 0.030
H 0.4146 4.1389 0.7908 0.023
H 4.5359 0.3734 -1.4983 0.086
H 5.5007 0.1228 -3.7470 0.097
H 4.0954 -0.6796 -5.6174 0.096
H 1.7060 -1.2485 -5.2115 0.103
H 0.7579 -1.0523 -2.9643 0.076
H 4.1179 -1.7478 -0.1628 0.108
H 5.7442 -2.0014 1.6762 0.098
H 5.5551 -0.5874 3.6988 0.097
H 3.7194 1.0575 3.8860 0.104
H 2.0919 1.3182 2.0255 0.105
H 1.5246 -3.6365 1.7448 0.116
H 2.8217 -4.3458 3.7277 0.099
H 2.7809 -2.9738 5.7899 0.096
H 1.4857 -0.8676 5.8445 0.100
H 0.2388 -0.1296 3.8285 0.088
H -1.6718 -2.9560 3.2285 0.096
H -3.2662 -4.8230 3.0534 0.096
H -3.8436 -5.7568 0.8306 0.095
H -2.7970 -4.8168 -1.2135 0.102
H -1.1833 -2.9507 -1.0282 0.063
Se -2.2703 -2.1785 -4.2952 0.402
C -2.2749 -1.2233 -2.7756 -0.947
N -2.3112 -0.6309 -1.7733 -0.054
F -0.9316 2.8406 -2.2630 0.027
C -1.7321 2.2705 -1.3379 -0.659
F -2.9592 2.2014 -1.9203 0.024
F -1.8736 3.1870 -0.3359 0.008
```

Summary:
Highest occupied orbital energy (alpha / beta) ... -4.807 / -4.780 eV
Charge ... -1
F_max ... 3.2 eV/Å
LUMO energy (alpha / beta) ... 1.61 / 1.60 eV

> Which value of F_max does entry 3 give?

3.2 eV/Å

> What is the charge in the first record?

-1

> Which of these has the highest F_max?

C33H38F3N3P2RhSeSi2